No. 1
Entry from the OMol25 dataset: C8H9FN2 in the gas phase at a distorted geometry (wB97M-V/def2-TZVPD).

Each line ends with the natural charge from an NBO analysis.
Element x y z (Å)
C1 -1.109033 0.565015 -0.232880  -0.26
C2 0.896333 3.358269 0.399643  0.26
C3 1.252493 1.402087 -0.350860  0.00
C4 -0.166035 1.504706 0.010341  0.11
C5 1.612039 0.133822 -0.827866  0.44
C6 -0.740940 -0.627025 -1.070631  -0.38
C7 0.728351 -1.008977 -0.663531  -0.32
C8 0.815052 -1.513260 0.786082  -0.60
N1 1.790525 2.676942 -0.173109  -0.47
N2 -0.308275 2.797358 0.440360  -0.58
F1 2.910107 -0.042199 -1.283813  -0.33
H1 -2.262393 0.856491 -0.219541  0.20
H2 1.081957 4.394424 0.576350  0.20
H3 -1.321785 -1.440797 -0.938058  0.21
H4 -0.848677 -0.246903 -2.245167  0.20
H5 1.138985 -1.794807 -1.268339  0.23
H6 0.802518 -0.548585 1.404854  0.22
H7 1.760561 -1.839250 1.043611  0.21
H8 0.076531 -2.298548 1.046527  0.21
H9 -1.179529 3.361214 0.716730  0.43

Force components x, y, z for each atom (eV/Å):
-2.717 1.270 -0.476
0.531 1.773 -1.190
-0.905 -2.693 -1.082
-1.450 -1.755 -0.656
1.998 4.564 0.580
2.991 3.645 -1.925
-0.771 -1.003 -0.520
-1.719 2.374 0.785
2.953 -1.522 -0.233
-3.541 1.838 2.013
-1.443 -0.332 0.509
2.614 -0.579 0.300
-0.249 0.537 0.570
-2.093 -2.594 0.416
0.529 -1.186 2.669
-0.115 -0.472 -0.775
-0.918 -1.594 -0.262
2.143 -1.198 -0.037
0.242 0.764 -0.032
1.921 -1.839 -0.655

Calculated values
Strongest force on any atom: 5.09 eV/A
ΔE to the lowest compared entry with this formula, charge and spin: 48.8 kJ/mol
DFT total energy: -14137.199 eV
Gap between HOMO and LUMO: 7.81 eV
Structure (SMILES): C[C@H]1CC=c2[nH]cnc2=C1F

***

No. 2
Entry from the OMol25 dataset: C4H5NO2 in the gas phase at a distorted geometry (wB97M-V/def2-TZVPD).

Each line ends with the natural charge from an NBO analysis.
Element x y z (Å)
O1 1.471627 -1.697708 0.034584  -0.53
C1 0.322819 -1.498744 -0.284918  0.44
C2 -0.551176 -0.438849 0.385446  -0.19
C3 0.119733 0.467953 1.328838  -0.20
N1 -0.436864 1.029016 0.121485  -0.44
C4 -0.028528 1.258040 -1.170255  0.53
O2 -0.005785 0.343272 -1.969248  -0.57
H1 -0.185410 -2.156861 -1.014343  0.14
H2 -1.599427 -0.709789 0.447589  0.22
H3 -0.399756 0.760198 2.230289  0.21
H4 1.196974 0.344804 1.387470  0.23
H5 0.095792 2.298668 -1.496937  0.15

Force components x, y, z for each atom (eV/Å):
-0.569 0.280 -0.195
0.241 0.197 0.072
-0.201 0.117 0.051
0.201 0.092 0.540
-0.424 -1.132 -0.560
0.189 -0.392 -0.508
0.196 0.623 -0.435
0.000 0.190 0.135
0.084 -0.191 0.416
0.143 0.188 0.080
-0.067 0.034 0.040
0.208 -0.005 0.362

Calculated values
Strongest force on any atom: 1.33 eV/A
ΔE to the lowest compared entry with this formula, charge and spin: 235.1 kJ/mol
DFT total energy: -9811.878 eV
Gap between HOMO and LUMO: 10.74 eV
Structure (SMILES): O=C[C@H]1CN1C=O

***

No. 3
Entry from the OMol25 dataset: C4H8N2O2 in the gas phase at a distorted geometry (wB97M-V/def2-TZVPD).

Each line ends with the natural charge from an NBO analysis.
Element x y z (Å)
C1 1.737111 0.153384 -0.101717  0.52
N1 0.719378 0.799947 0.668608  -0.43
C2 0.328912 2.230674 0.225562  -0.42
C3 -0.496192 0.027678 1.029530  -0.33
C4 -1.086914 -0.498467 -0.248641  0.67
N2 -1.207636 -1.875515 -0.255616  -0.83
O1 -1.618888 0.118092 -1.095153  -0.60
O2 1.690036 -1.057015 -0.235934  -0.61
H1 2.601102 0.713256 -0.425323  0.14
H2 -0.447509 2.050051 -0.488529  0.22
H3 1.112967 2.813915 -0.187494  0.21
H4 -0.078328 2.665340 1.126420  0.20
H5 -0.093601 -0.721977 1.671648  0.23
H6 -1.129947 0.777142 1.497458  0.23
H7 -0.615235 -2.475960 0.357186  0.40
H8 -1.398310 -2.261014 -1.222009  0.40

Force components x, y, z for each atom (eV/Å):
-2.540 -1.185 2.122
1.640 2.030 -2.141
-0.278 -2.613 1.297
2.157 1.539 -1.029
-0.554 -3.920 2.622
0.650 -1.471 -0.971
-0.756 2.765 -2.484
0.425 0.416 -0.227
0.085 0.848 -0.180
-0.509 0.500 -0.568
0.922 0.234 -0.201
-0.047 0.548 0.051
-0.525 -0.773 0.647
-0.306 -0.493 0.249
-0.619 1.022 -1.009
0.254 0.555 1.822

Calculated values
Strongest force on any atom: 4.75 eV/A
ΔE to the lowest compared entry with this formula, charge and spin: 141.3 kJ/mol
DFT total energy: -11352.648 eV
Gap between HOMO and LUMO: 10.14 eV
Structure (SMILES): CN(C=O)CC(N)=O

***

No. 4
Entry from the OMol25 dataset: C24H27F3N3NiSb as an isolated structure (wB97M-V/def2-TZVPD).

Each line ends with the Mulliken spin population.
Element x y z (Å)
Ni1 -0.690841 -1.221162 -0.210539  1.64
C1 -3.117195 -2.593487 0.596374  -0.01
C2 -2.171346 -2.449103 1.804868  0.00
N1 -0.752362 -2.466600 1.382079  0.11
C3 -0.242903 -3.798045 0.957350  0.00
C4 0.698777 -3.683873 -0.246622  0.00
N2 0.230235 -2.688401 -1.245001  0.11
C5 -0.769575 -3.143722 -2.238705  0.01
C6 -2.138203 -3.316097 -1.596087  -0.02
N3 -2.473114 -2.172115 -0.687214  0.08
H1 -3.478860 -3.615592 0.493771  0.00
H2 -3.993275 -1.971377 0.770394  0.00
H3 -2.337571 -1.487492 2.292456  0.00
H4 -2.376886 -3.232380 2.536842  0.00
H5 -0.187645 -2.107990 2.144905  0.00
H6 0.285895 -4.278129 1.780683  0.00
H7 -1.097487 -4.431967 0.731632  0.00
H8 1.680786 -3.352279 0.090119  0.00
H9 0.824407 -4.663851 -0.711899  0.00
H10 1.037815 -2.340273 -1.751423  0.00
H11 -0.812800 -2.373294 -3.011111  0.00
H12 -0.462087 -4.075422 -2.718780  0.00
H13 -2.892937 -3.409292 -2.376618  0.00
H14 -2.178789 -4.235118 -1.017298  0.00
H15 -3.123099 -1.565891 -1.175781  0.00
F1 6.026990 3.731265 2.259487  0.00
C7 4.957931 3.075028 1.825136  0.00
C8 4.975183 1.690817 1.838649  0.00
C9 3.857785 1.011333 1.383458  0.00
C10 2.752303 1.723663 0.926571  0.00
C11 2.755170 3.119197 0.923245  0.00
C12 3.868393 3.804747 1.376364  0.00
Sb1 1.043568 0.763771 0.212021  0.04
C13 -0.563583 1.656535 1.274952  0.00
C14 -1.860829 1.369440 0.853941  0.01
C15 -2.969596 1.805866 1.566473  0.01
C16 -2.750408 2.539746 2.720153  0.00
F2 -3.800447 2.969365 3.413078  0.00
C17 -1.476120 2.841037 3.171565  0.01
C18 -0.383956 2.389407 2.446002  0.00
C19 0.738061 1.526917 -1.740854  0.00
C20 -0.361563 1.068947 -2.461551  0.01
C21 -0.594139 1.464343 -3.768898  0.00
C22 0.318375 2.326971 -4.354667  0.00
F3 0.115866 2.711669 -5.610454  0.00
C23 1.433309 2.790345 -3.679063  0.00
C24 1.639394 2.381805 -2.370533  0.00
H16 5.851029 1.170103 2.199703  0.00
H17 3.863290 -0.071242 1.389172  0.00
H18 1.896415 3.679973 0.571708  0.00
H19 3.906161 4.885267 1.387740  0.00
H20 -2.052729 0.863272 -0.093764  0.00
H21 -3.982320 1.617380 1.236787  0.00
H22 -1.355265 3.420902 4.076549  0.00
H23 0.612519 2.615428 2.806401  0.00
H24 -1.105954 0.401803 -2.015016  0.00
H25 -1.454023 1.131530 -4.333626  0.00
H26 2.121425 3.457211 -4.180244  0.00
H27 2.516821 2.739111 -1.844879  0.00

Force components x, y, z for each atom (eV/Å):
0.331 -0.163 0.207
-0.021 -0.001 0.008
-0.022 0.017 0.007
0.020 0.085 0.020
-0.007 0.008 -0.046
-0.047 0.007 0.031
-0.028 0.034 -0.056
-0.021 0.012 0.006
-0.015 0.004 -0.025
0.066 0.122 0.010
0.024 -0.008 -0.001
-0.008 -0.009 -0.002
0.008 -0.002 -0.008
-0.008 0.005 0.002
0.017 -0.050 0.022
-0.004 -0.031 -0.014
-0.014 0.012 -0.010
-0.005 0.022 -0.004
0.020 -0.013 0.023
0.025 -0.033 -0.001
0.011 -0.007 -0.009
-0.011 -0.011 0.010
-0.008 -0.007 0.007
0.015 -0.003 0.003
-0.013 -0.012 -0.006
0.001 -0.005 0.002
-0.014 -0.006 -0.008
0.005 0.011 0.001
0.014 0.012 0.000
0.000 -0.112 0.023
-0.003 -0.001 0.010
0.016 -0.002 0.006
-0.561 0.094 -0.329
0.136 0.075 0.123
-0.163 -0.010 -0.019
0.055 0.029 0.055
0.036 -0.011 -0.018
-0.003 -0.005 0.005
-0.052 -0.009 -0.006
0.006 -0.058 0.025
0.212 0.020 0.012
-0.132 -0.056 -0.093
0.070 0.062 0.003
-0.001 -0.021 0.038
-0.006 0.004 -0.009
-0.029 -0.006 -0.029
0.021 0.025 0.049
0.003 0.003 0.001
0.001 -0.002 -0.002
0.002 0.002 0.003
0.000 0.002 0.000
0.055 -0.009 -0.047
-0.005 0.009 -0.006
-0.005 0.005 -0.001
-0.001 0.013 -0.014
0.051 -0.021 0.055
-0.002 -0.004 -0.002
0.000 0.001 -0.002
-0.009 -0.003 -0.007

Calculated values
Strongest force on any atom: 0.66 eV/A
ΔE to the lowest compared entry with this formula, charge and spin: 6.7 kJ/mol
DFT total energy: -85514.342 eV
Gap between HOMO and LUMO (spin up / spin down): 8.32 / 7.43 eV
2S+1: 3
Total charge: +2

***

No. 5
Entry from the OMol25 dataset: C4H9NO as an isolated structure at a distorted geometry (wB97M-V/def2-TZVPD).

Each line ends with the natural charge from an NBO analysis.
Element x y z (Å)
C1 -0.721512 -1.251274 0.675858  -0.61
C2 -0.252886 -0.394294 -0.534079  -0.34
C3 -0.980098 0.882426 -0.658906  -0.60
C4 1.191514 -0.180559 -0.258526  0.66
H1 -0.346804 -2.393746 0.414451  0.23
H2 -1.914483 -1.182291 0.610408  0.21
H3 -0.358439 -0.844592 1.691472  0.23
H4 -0.244448 -1.019492 -1.406912  0.24
H5 -2.009395 0.706051 -0.994468  0.22
H6 -1.011806 1.445206 0.322655  0.20
H7 -0.520558 1.514780 -1.404421  0.22
H8 2.544147 1.151383 0.724552  0.41
H9 0.965148 1.807117 0.910961  0.35
N1 1.602361 0.605230 0.795865  -0.83
O1 2.057261 -0.845948 -0.888912  -0.60

Force components x, y, z for each atom (eV/Å):
-1.666 -1.740 -0.571
0.961 -0.695 1.985
-1.225 1.254 0.540
3.597 -1.644 -2.269
-1.082 2.912 1.278
2.515 -0.598 0.545
-0.569 -0.850 -1.704
-0.338 -0.026 -0.566
0.094 0.093 0.228
-0.097 -0.628 -1.052
0.162 0.358 -0.216
-1.718 -2.500 -0.323
1.657 -5.093 -0.467
-0.335 7.592 1.102
-1.956 1.565 1.492

Calculated values
Strongest force on any atom: 7.68 eV/A
ΔE to the lowest compared entry with this formula, charge and spin: 269.1 kJ/mol
DFT total energy: -7829.531 eV
Gap between HOMO and LUMO: 9.96 eV

***

No. 6
Entry from the OMol25 dataset: CEuF3MgNO4S3 as an isolated structure at a distorted geometry (wB97M-V/def2-TZVPD).

Each line ends with the Mulliken spin population.
Element x y z (Å)
Mg1 0.746499 -1.365916 0.580155  0.00
N1 -0.741950 -0.953601 1.743011  0.00
S1 -1.745784 0.118261 1.522287  0.00
O1 -1.687752 1.078941 0.325035  0.01
C1 -3.349403 -0.668163 0.978239  0.00
F1 -4.203312 -0.686667 1.990791  0.00
F2 -3.088260 -1.915838 0.573988  0.00
F3 -3.891895 -0.033839 -0.054309  0.00
Eu1 -0.751515 1.041117 -1.579457  6.03
S2 1.374909 2.385917 -2.664750  -0.02
O2 0.071986 1.635942 -3.337372  -0.01
S3 2.278495 1.140052 -1.034933  0.00
O3 0.973615 0.155382 -0.811319  -0.01
O4 -1.998872 1.058500 2.665472  0.00

Force components x, y, z for each atom (eV/Å):
-0.665 1.045 0.582
1.108 -0.498 -1.703
-1.273 3.818 4.340
0.696 -0.320 -0.472
-0.081 -0.390 1.036
0.136 -0.126 -0.391
-0.130 -0.200 -0.042
-0.313 0.223 -0.267
-2.806 0.520 0.456
-0.426 0.531 0.536
2.210 0.287 -1.686
0.588 0.424 -1.520
0.744 -2.399 1.572
0.214 -2.916 -2.441

Calculated values
Strongest force on any atom: 5.92 eV/A
ΔE to the lowest compared entry with this formula, charge and spin: 0.0 kJ/mol
DFT total energy: -76139.926 eV
Gap between HOMO and LUMO (spin up / spin down): 6.44 / 6.53 eV
2S+1: 7
Total charge: +1